P.
Computed, not measured: 2 unconnected molecules or ions with the total composition C5H16NO, with ωB97M-V/def2-TZVPD.

Atoms and positions in Å:
H: -0.760 0.138 1.193
H: 0.688 -2.690 -0.556
H: -1.177 -1.275 -1.007
H: 0.911 1.019 -0.815
C: -0.824 0.947 0.438
C: -0.128 0.583 -0.864
H: -2.573 0.206 -0.598
H: -0.301 3.067 0.380
N: 0.722 -1.722 -0.210
H: 0.373 2.280 1.864
H: -1.253 2.628 1.764
H: -2.806 0.842 1.149
H: 4.155 -2.441 -0.367
C: -0.437 2.266 1.131
H: 3.804 -2.329 1.155
H: 0.356 -1.787 0.734
C: -2.397 1.019 0.161
C: -0.165 -0.904 -1.212
O: 3.451 -2.253 0.263
H: -2.857 1.923 -0.333
H: 0.159 -1.216 -2.234
H: -0.661 1.096 -1.680
H: 1.719 -1.397 -0.352

LUMO ... -3.3 eV
Orbital gap ... 10.9 eV
Net charge ... +1
Spin multiplicity ... 1

How positive or negative is each atom? The Mulliken charges in e answer that: atom 1 (H): 0.030, atom 2 (H): 0.370, atom 3 (H): 0.406, atom 4 (H): 0.346, atom 5 (C): 0.863, atom 6 (C): -0.670, atom 7 (H): 0.339, atom 8 (H): 0.339, atom 9 (N): -0.336, atom 10 (H): 0.373, atom 11 (H): 0.401, atom 12 (H): 0.435, atom 13 (H): 0.311, atom 14 (C): -1.541, atom 15 (H): 0.298, atom 16 (H): 0.323, atom 17 (C): -1.421, atom 18 (C): -0.687, atom 19 (O): -0.624, atom 20 (H): 0.320, atom 21 (H): 0.361, atom 22 (H): 0.361, atom 23 (H): 0.403

***

Q.
Computed, not measured: 2 unconnected molecules or ions with the total composition C5H16NO, with ωB97M-V/def2-TZVPD.

Atoms and positions in Å:
H: 1.408 -2.237 -1.771
H: -0.229 0.953 1.303
H: -1.409 0.151 4.081
H: 2.212 -1.242 0.601
C: -0.200 1.348 -1.499
C: -0.630 0.202 -0.612
H: 1.687 0.436 0.630
H: 2.356 -0.228 -0.814
H: 0.336 -1.129 -2.617
H: 0.689 1.815 -1.064
C: 1.733 -0.478 0.029
H: -1.573 -0.026 1.228
H: 0.003 0.978 -2.495
H: -1.503 -0.286 -1.052
C: 0.332 -0.984 -0.403
H: -0.616 1.540 4.096
H: -1.013 2.057 -1.582
H: -0.390 -2.448 -1.847
O: -0.868 0.766 3.583
C: 0.442 -1.750 -1.732
N: -1.049 0.703 0.743
H: -0.065 -1.668 0.345
H: -1.654 1.526 0.849

LUMO ... -3.2 eV
Orbital gap ... 12.2 eV
Net charge ... +1
Spin multiplicity ... 1

How positive or negative is each atom? The Mulliken charges in e answer that: atom 1 (H): 0.412, atom 2 (H): 0.378, atom 3 (H): 0.309, atom 4 (H): 0.419, atom 5 (C): -1.327, atom 6 (C): -0.363, atom 7 (H): 0.391, atom 8 (H): 0.393, atom 9 (H): 0.325, atom 10 (H): 0.320, atom 11 (C): -1.563, atom 12 (H): 0.372, atom 13 (H): 0.379, atom 14 (H): 0.306, atom 15 (C): 0.637, atom 16 (H): 0.313, atom 17 (H): 0.446, atom 18 (H): 0.402, atom 19 (O): -0.606, atom 20 (C): -1.515, atom 21 (N): -0.190, atom 22 (H): 0.407, atom 23 (H): 0.355

***

Energies relative to the minimum, hartree: P 0.0227; Q 0.0000

***

P.
Computed, not measured: 3 unconnected molecules or ions with the total composition C4H11O4, with ωB97M-V/def2-TZVPD.

Atoms and positions in Å:
O: -2.297 -2.020 0.211
H: 0.377 1.992 -0.102
C: 0.402 0.930 0.143
H: 1.664 0.544 -1.518
O: 2.612 1.579 0.648
H: -1.427 -2.339 0.012
H: 0.772 -0.899 -0.801
O: -0.528 -0.866 2.958
H: -2.132 -1.104 0.410
C: -0.331 0.289 -2.231
H: 0.104 0.096 -3.208
H: 0.370 -0.514 2.582
H: -0.492 0.631 0.692
H: -0.866 1.239 -2.282
H: -1.128 -0.455 -2.108
O: 1.664 0.230 2.168
H: -1.170 -0.363 2.457
C: 1.673 0.886 1.095
C: 0.735 0.143 -1.126

LUMO ... 3.6 eV
Orbital gap ... 8.3 eV
Net charge ... -1
Spin multiplicity ... 1

How positive or negative is each atom? The Mulliken charges in e answer that: atom 1 (O): -0.628, atom 2 (H): 0.279, atom 3 (C): -0.339, atom 4 (H): 0.318, atom 5 (O): -0.743, atom 6 (H): 0.323, atom 7 (H): 0.215, atom 8 (O): -0.739, atom 9 (H): 0.311, atom 10 (C): -1.050, atom 11 (H): 0.339, atom 12 (H): 0.482, atom 13 (H): 0.033, atom 14 (H): 0.324, atom 15 (H): 0.233, atom 16 (O): -0.782, atom 17 (H): 0.284, atom 18 (C): 0.542, atom 19 (C): -0.403

***

Q.
Computed, not measured: 3 unconnected molecules or ions with the total composition C4H11O4, with ωB97M-V/def2-TZVPD.

Atoms and positions in Å:
H: 0.059 1.660 1.051
H: -1.424 0.254 -0.506
H: -1.104 2.304 -2.852
H: 2.189 -1.784 0.523
C: 1.286 0.699 -0.538
H: -2.420 -1.414 1.080
C: -1.614 -0.762 1.355
H: -0.187 -1.085 -0.116
O: 2.018 -0.284 -0.568
H: -1.932 0.129 2.043
C: 0.364 0.658 0.750
O: -1.358 2.125 -3.776
O: 2.182 -2.461 1.287
H: 1.955 -1.916 2.049
H: -0.538 1.767 -4.323
H: -0.862 -1.617 1.983
O: 1.266 1.708 -1.294
H: 0.889 0.237 1.555
C: -0.770 -0.218 0.296

LUMO ... 3.8 eV
Orbital gap ... 8.4 eV
Net charge ... -1
Spin multiplicity ... 1

How positive or negative is each atom? The Mulliken charges in e answer that: atom 1 (H): 0.370, atom 2 (H): 0.152, atom 3 (H): 0.350, atom 4 (H): 0.443, atom 5 (C): 0.457, atom 6 (H): 0.388, atom 7 (C): -1.035, atom 8 (H): 0.213, atom 9 (O): -0.730, atom 10 (H): 0.232, atom 11 (C): -0.555, atom 12 (O): -0.694, atom 13 (O): -0.688, atom 14 (H): 0.285, atom 15 (H): 0.335, atom 16 (H): 0.136, atom 17 (O): -0.759, atom 18 (H): 0.210, atom 19 (C): -0.110

***

Energies relative to the minimum, hartree: P 0.0000; Q 0.0337

***

P.
Computed, not measured: a gas-phase ion, C2H5BrNO (charge +1), with ωB97M-V/def2-TZVPD.

Atoms and positions in Å:
O: 1.380 0.667 1.060
H: -1.076 0.667 1.858
H: -0.724 -1.043 1.561
H: 1.015 0.902 -1.588
H: -0.008 -0.483 -1.650
C: -0.985 -0.103 1.129
Br: -2.327 -0.218 -0.298
C: 0.466 0.259 0.505
H: 1.520 -0.642 -1.428
N: 0.737 -0.007 -1.150

LUMO ... -4.3 eV
SMILES ... [NH3+]C(=O)CBr
Orbital gap ... 11.0 eV
Net charge ... +1
Spin multiplicity ... 1

How positive or negative is each atom? The Mulliken charges in e answer that: atom 1 (O): -0.266, atom 2 (H): 0.401, atom 3 (H): 0.376, atom 4 (H): 0.366, atom 5 (H): 0.330, atom 6 (C): -0.442, atom 7 (Br): -0.079, atom 8 (C): 0.381, atom 9 (H): 0.390, atom 10 (N): -0.456

***

Q.
Computed, not measured: a gas-phase ion, C2H5BrNO (charge +1), with ωB97M-V/def2-TZVPD.

Atoms and positions in Å:
O: 0.534 -2.418 1.068
H: -1.011 0.912 0.050
H: -1.130 -0.586 0.364
N: -0.568 0.033 -0.148
H: 1.097 0.413 1.207
H: 1.497 0.219 -0.466
H: -0.401 0.025 -1.191
Br: 3.124 -1.880 0.638
C: 1.260 -1.558 0.695
C: 0.912 -0.180 0.347

LUMO ... -4.4 eV
SMILES ... [NH3+]CC(=O)Br
Orbital gap ... 10.5 eV
Net charge ... +1
Spin multiplicity ... 1

How positive or negative is each atom? The Mulliken charges in e answer that: atom 1 (O): -0.396, atom 2 (H): 0.333, atom 3 (H): 0.330, atom 4 (N): -0.303, atom 5 (H): 0.341, atom 6 (H): 0.438, atom 7 (H): 0.392, atom 8 (Br): -0.044, atom 9 (C): 0.597, atom 10 (C): -0.689

***

Energies relative to the minimum, hartree: P 0.0074; Q 0.0000

***

P.
Computed, not measured: a gas-phase ion, C2H6N3O2 (charge -1), with ωB97M-V/def2-TZVPD.

Atoms and positions in Å:
C: -0.314 0.205 -0.183
C: -1.460 -0.812 -0.364
H: -2.393 -0.233 -0.803
H: -1.109 -1.638 -1.077
O: 2.039 0.924 -0.812
H: 0.364 1.645 0.867
H: -0.057 0.681 -1.262
N: -0.575 1.189 0.792
H: -1.554 -1.480 0.557
N: 1.951 -0.089 -0.060
H: -0.665 0.824 1.723
N: 0.807 -0.612 0.197
O: 2.966 -0.604 0.425

LUMO ... 4.3 eV
SMILES ... C[C@@H](N)N=[N+]([O-])[O-]
Orbital gap ... 8.3 eV
Net charge ... -1
Spin multiplicity ... 1

How positive or negative is each atom? The Mulliken charges in e answer that: atom 1 (C): 0.248, atom 2 (C): -1.159, atom 3 (H): 0.288, atom 4 (H): 0.268, atom 5 (O): -0.709, atom 6 (H): 0.311, atom 7 (H): 0.334, atom 8 (N): -0.706, atom 9 (H): 0.313, atom 10 (N): 1.037, atom 11 (H): 0.291, atom 12 (N): -0.741, atom 13 (O): -0.776

***

Q.
Computed, not measured: a gas-phase ion, C2H6N3O2 (charge -1), with ωB97M-V/def2-TZVPD.

Atoms and positions in Å:
H: -0.475 -0.857 0.830
N: 0.271 -0.256 0.604
C: -0.780 1.011 0.397
H: 1.935 0.161 -0.780
H: -0.249 1.822 -0.077
H: -1.241 1.146 1.392
O: -2.847 -0.251 1.322
N: -1.793 0.598 -0.531
C: 1.071 -0.506 -0.557
H: 0.459 -0.256 -1.447
N: -2.783 0.010 0.042
O: -3.710 -0.394 -0.730
H: 1.321 -1.540 -0.603

LUMO ... 4.2 eV
SMILES ... CNCN=[N+]([O-])[O-]
Orbital gap ... 8.2 eV
Net charge ... -1
Spin multiplicity ... 1

How positive or negative is each atom? The Mulliken charges in e answer that: atom 1 (H): 0.336, atom 2 (N): -0.510, atom 3 (C): -0.586, atom 4 (H): 0.236, atom 5 (H): 0.322, atom 6 (H): 0.419, atom 7 (O): -0.705, atom 8 (N): -0.658, atom 9 (C): -0.795, atom 10 (H): 0.321, atom 11 (N): 1.026, atom 12 (O): -0.743, atom 13 (H): 0.338

***

Energies relative to the minimum, hartree: P 0.0000; Q 0.0201

***

P.
Computed, not measured: 8 unconnected molecules or ions with the total composition H14NO10, with ωB97M-V/def2-TZVPD.

Atoms and positions in Å:
H: -34.750 -19.774 9.763
H: -35.235 -18.675 7.256
H: -29.199 -18.151 8.911
O: -31.833 -18.920 7.563
N: -32.762 -19.096 8.424
H: -30.099 -19.358 8.477
O: -33.839 -18.500 8.280
H: -34.389 -21.715 7.097
H: -32.267 -21.125 10.313
H: -36.190 -18.058 6.203
H: -32.706 -22.109 11.403
O: -35.913 -18.990 6.651
O: -32.862 -16.506 6.506
H: -35.626 -20.752 10.139
O: -32.019 -21.370 11.276
H: -30.455 -19.056 6.358
H: -30.464 -20.016 5.296
H: -33.111 -21.769 7.538
H: -32.627 -16.951 5.654
O: -33.515 -22.188 6.893
O: -35.461 -19.823 10.363
O: -32.910 -20.224 9.019
H: -33.041 -17.259 6.981
O: -30.025 -19.360 5.667
O: -29.398 -19.073 9.002

LUMO ... 2.7 eV
Orbital gap ... 10.0 eV
Net charge ... -1
Spin multiplicity ... 1

How positive or negative is each atom? The Mulliken charges in e answer that: atom 1 (H): 0.397, atom 2 (H): 0.435, atom 3 (H): 0.301, atom 4 (O): -0.807, atom 5 (N): 1.122, atom 6 (H): 0.349, atom 7 (O): -0.951, atom 8 (H): 0.325, atom 9 (H): 0.411, atom 10 (H): 0.320, atom 11 (H): 0.291, atom 12 (O): -0.665, atom 13 (O): -0.630, atom 14 (H): 0.273, atom 15 (O): -0.642, atom 16 (H): 0.478, atom 17 (H): 0.252, atom 18 (H): 0.310, atom 19 (H): 0.301, atom 20 (O): -0.647, atom 21 (O): -0.645, atom 22 (O): -0.726, atom 23 (H): 0.367, atom 24 (O): -0.589, atom 25 (O): -0.631

***

Q.
Computed, not measured: 8 unconnected molecules or ions with the total composition H14NO10, with ωB97M-V/def2-TZVPD.

Atoms and positions in Å:
H: 2.823 0.588 -0.229
H: -1.975 -2.149 -1.373
O: -1.217 0.145 3.487
O: -2.515 0.578 -2.182
N: 0.140 -0.184 0.153
H: -1.572 1.879 1.245
O: 1.073 -0.423 -0.638
H: -1.973 0.821 -1.403
H: 4.245 0.969 0.197
O: 3.337 1.288 0.211
H: -0.776 -0.383 2.794
H: 1.410 -2.531 1.210
H: -2.882 1.409 -2.499
H: -1.796 0.706 2.948
O: -2.015 -2.586 -0.513
H: 1.697 0.461 -2.391
O: 2.197 0.861 -3.121
H: -1.112 -2.540 -0.166
O: -0.020 -0.883 1.183
H: 1.657 1.608 -3.395
O: -2.117 2.398 1.868
O: 1.726 -3.141 0.526
H: 1.756 -2.587 -0.264
O: -0.612 0.813 -0.050
H: -1.478 2.883 2.404

LUMO ... 3.2 eV
Orbital gap ... 10.3 eV
Net charge ... -1
Spin multiplicity ... 1

How positive or negative is each atom? The Mulliken charges in e answer that: atom 1 (H): 0.359, atom 2 (H): 0.312, atom 3 (O): -0.696, atom 4 (O): -0.619, atom 5 (N): 1.060, atom 6 (H): 0.411, atom 7 (O): -0.744, atom 8 (H): 0.402, atom 9 (H): 0.293, atom 10 (O): -0.628, atom 11 (H): 0.435, atom 12 (H): 0.338, atom 13 (H): 0.286, atom 14 (H): 0.351, atom 15 (O): -0.652, atom 16 (H): 0.414, atom 17 (O): -0.643, atom 18 (H): 0.352, atom 19 (O): -0.734, atom 20 (H): 0.298, atom 21 (O): -0.715, atom 22 (O): -0.668, atom 23 (H): 0.317, atom 24 (O): -0.867, atom 25 (H): 0.338

***

Energies relative to the minimum, hartree: P 0.1092; Q 0.0000